1.
A structure of composition C42H56AsN3O2P2S3Tl. Source: OMol25; level of theory: ωB97M-V/def2-TZVPD.

Geometry as XYZ:
```
110
Properties=species:S:1:pos:R:3:lowdin_charge:R:1
Tl 0.524 -0.963 1.260 0.5090
C -3.708 0.131 -1.890 -0.1552
N -2.302 -0.108 -1.502 -0.5107
P -1.479 1.359 -0.941 0.9803
C -2.763 2.348 -0.074 -0.3754
C -3.560 3.370 -0.569 -0.0921
C -4.506 4.018 0.256 -0.0725
C -4.581 3.741 1.620 -0.0599
C -3.721 2.724 2.136 -0.0885
C -2.823 2.076 1.325 -0.1269
C -1.060 2.384 -2.356 -0.3896
C -0.831 1.740 -3.585 -0.0838
C -0.289 2.477 -4.622 -0.0887
C 0.020 3.833 -4.491 -0.0709
C -0.281 4.455 -3.273 -0.0770
C -0.734 3.728 -2.174 -0.1115
P -1.565 -1.697 -1.398 0.9453
C -1.366 -2.185 -3.118 -0.4037
C -0.060 -2.295 -3.592 -0.1099
C 0.161 -2.501 -4.951 -0.0807
C -0.901 -2.674 -5.856 -0.0660
C -2.204 -2.631 -5.329 -0.0768
C -2.451 -2.417 -3.975 -0.1033
C -2.912 -2.816 -0.899 -0.3776
C -3.009 -4.135 -1.396 -0.0941
C -3.967 -5.019 -0.852 -0.0690
C -4.769 -4.625 0.227 -0.0764
C -4.654 -3.314 0.705 -0.0805
C -3.776 -2.398 0.126 -0.1134
H -4.370 0.269 -1.009 0.0799
H -4.045 -0.712 -2.534 0.0751
H -3.781 1.062 -2.453 0.0713
H -3.478 3.694 -1.616 0.1136
H -5.164 4.798 -0.126 0.1069
H -5.251 4.309 2.267 0.1069
H -3.780 2.475 3.188 0.0985
H -2.077 1.381 1.757 0.0865
H -1.101 0.688 -3.681 0.0917
H -0.133 2.018 -5.593 0.1042
H 0.519 4.369 -5.276 0.0994
H -0.124 5.509 -3.219 0.0948
H -0.944 4.246 -1.232 0.1043
H 0.748 -2.127 -2.886 0.0610
H 1.175 -2.444 -5.363 0.1065
H -0.707 -2.850 -6.931 0.1140
H -3.083 -2.775 -5.981 0.1123
H -3.462 -2.538 -3.569 0.1037
H -2.336 -4.495 -2.171 0.1025
H -4.087 -6.005 -1.341 0.1144
H -5.449 -5.327 0.685 0.1017
H -5.331 -2.988 1.505 0.1101
H -3.680 -1.382 0.536 0.0990
S -0.842 -2.886 2.969 0.6212
C -0.402 -2.205 4.478 -0.6827
C -1.381 -1.852 5.452 -0.1065
C -1.025 -1.325 6.682 -0.0433
C 0.332 -1.046 6.958 -0.0382
C 1.317 -1.360 6.018 -0.1084
C 1.012 -1.831 4.725 -0.7009
S 2.159 -1.908 3.488 0.6838
H -2.430 -2.078 5.228 0.1120
H -1.779 -1.062 7.407 0.1137
H 0.612 -0.608 7.915 0.1171
H 2.399 -1.200 6.264 0.1255
C 4.820 -0.536 -0.393 -0.0645
N 4.583 0.337 -1.523 0.0106
C 3.489 0.095 -2.297 -0.5997
N 3.325 0.977 -3.331 0.1500
O 2.629 -0.777 -2.002 -0.0415
H 5.425 -0.062 0.348 0.0771
H 5.237 -1.476 -0.743 0.0847
H 3.847 -0.801 0.046 0.0697
H 5.302 0.994 -1.810 0.1402
H 4.145 1.426 -3.705 0.0920
H 2.727 0.621 -4.103 0.1224
C 0.656 -5.598 0.193 -0.3038
As 1.735 -3.948 -0.183 1.0306
C 2.733 -4.619 -1.811 -0.2989
C 3.240 -4.294 1.089 -0.3306
H 1.260 -6.494 0.072 0.0267
H -0.134 -5.569 -0.569 0.0047
H 0.242 -5.442 1.182 -0.0045
H 3.388 -5.427 -1.497 0.0189
H 3.258 -3.772 -2.261 0.0070
H 1.972 -5.030 -2.491 0.0185
H 3.391 -5.364 1.315 0.0380
H 3.024 -3.707 1.998 -0.0793
H 4.139 -3.855 0.640 0.0157
C 4.926 3.419 1.738 -0.1076
C 3.964 4.493 1.246 -0.2874
C 2.841 4.019 0.301 -0.3430
S 1.505 3.004 1.048 0.8845
O 2.136 1.904 1.916 -0.6207
C 0.757 4.313 2.162 -0.3124
C 0.910 4.000 3.641 -0.2726
C 0.020 2.842 4.132 -0.0989
H 5.740 3.855 2.343 0.0812
H 5.386 2.854 0.914 0.0685
H 4.318 2.743 2.356 0.0578
H 4.511 5.282 0.721 0.1049
H 3.523 5.046 2.121 0.1125
H 3.238 3.372 -0.494 0.0816
H 2.361 4.867 -0.194 0.0885
H -0.264 4.424 1.835 0.0719
H 1.293 5.215 1.846 0.0747
H 0.698 4.914 4.211 0.1182
H 1.930 3.718 3.807 0.0893
H -1.074 3.020 3.985 0.0742
H 0.087 2.693 5.210 0.0688
H 0.298 1.905 3.638 0.0497
```

Its charge is +1. The spin multiplicity is 1. As for the LUMO energy (alpha / beta): -0.198 / -0.198 Eh. The calculation puts the total energy at -169637.0632 eV. The value obtained for the HOMO energy (alpha / beta) is -0.36532 / -0.36532 Ha. The calculation puts the gap between HOMO and LUMO (alpha / beta) at 0.168 / 0.168 Ha.

2.
A structure of composition C42H56ClHoN5O5PS. Source: OMol25; level of theory: ωB97M-V/def2-TZVPD.

Geometry as XYZ:
```
112
Properties=species:S:1:pos:R:3:mulliken_spin:R:1
Ho 0.644 0.787 -0.346 4.0493
C 1.030 -2.021 -4.192 0.0000
N 0.868 -0.545 -4.462 -0.0001
C 1.299 -0.131 -5.772 -0.0001
C 0.549 0.232 -3.434 0.0018
O 0.128 -0.222 -2.330 -0.0130
C 0.757 1.718 -3.517 -0.0009
O 1.488 2.088 -2.223 -0.0040
C 2.960 2.191 -2.393 0.0002
C 3.654 1.486 -1.248 0.0001
O 2.958 1.065 -0.215 -0.0086
N 4.981 1.361 -1.301 0.0004
C 5.740 1.045 -0.095 -0.0002
C 5.749 1.602 -2.505 0.0000
H 2.023 -2.170 -3.789 -0.0001
H 0.899 -2.559 -5.151 0.0000
H 0.255 -2.282 -3.512 0.0000
H 0.882 0.842 -6.013 0.0000
H 0.790 -0.818 -6.485 0.0000
H 2.409 -0.119 -5.925 0.0000
H -0.205 2.300 -3.464 -0.0003
H 1.358 2.064 -4.367 0.0001
H 3.248 3.237 -2.421 0.0001
H 3.256 1.804 -3.408 -0.0002
H 5.958 1.961 0.472 0.0001
H 6.677 0.538 -0.340 0.0000
H 5.070 0.437 0.570 0.0000
H 5.253 2.360 -3.112 0.0000
H 5.901 0.692 -3.089 0.0000
H 6.688 2.029 -2.170 0.0000
Cl -1.875 7.813 1.122 0.0000
C -1.607 6.158 0.757 -0.0002
C -2.340 5.616 -0.310 0.0008
C -2.153 4.293 -0.768 0.0008
C -1.081 3.556 -0.269 -0.0014
O -0.764 2.328 -0.710 -0.0102
C -0.324 4.109 0.833 0.0022
C 0.617 3.340 1.555 0.0036
O 0.760 2.052 1.415 -0.0084
C -0.574 5.422 1.297 -0.0016
H -3.143 6.203 -0.725 0.0000
H -2.807 3.788 -1.454 -0.0002
H 1.358 3.864 2.207 -0.0002
H -0.042 5.827 2.177 0.0001
N -1.642 0.411 1.022 -0.0067
C -2.761 -0.481 1.184 0.0027
C -3.062 -0.928 2.529 -0.0003
C -4.193 -1.695 2.808 0.0005
C -5.083 -2.005 1.765 -0.0008
C -4.870 -1.479 0.498 0.0012
C -3.654 -0.795 0.187 -0.0020
P -3.340 -0.532 -1.569 0.0012
C -4.002 -2.170 -2.153 0.0005
C -3.438 -3.318 -1.583 0.0001
C -3.755 -4.649 -1.916 0.0003
C -4.745 -4.821 -2.897 -0.0002
C -5.292 -3.725 -3.516 0.0001
C -4.881 -2.433 -3.181 -0.0003
C -4.731 0.481 -2.156 -0.0001
C -5.638 1.069 -1.265 0.0004
C -6.694 1.818 -1.804 0.0000
C -6.736 2.151 -3.138 -0.0002
C -5.849 1.504 -4.021 0.0000
C -4.884 0.670 -3.518 0.0003
H -1.966 1.311 0.641 -0.0003
H -1.143 0.567 1.919 -0.0005
H -2.453 -0.582 3.418 0.0000
H -4.290 -2.016 3.871 0.0001
H -6.031 -2.437 2.008 -0.0001
H -5.651 -1.539 -0.264 0.0002
H -2.721 -3.147 -0.783 0.0000
H -3.254 -5.494 -1.390 0.0000
H -5.142 -5.796 -3.067 0.0000
H -6.107 -3.805 -4.259 0.0000
H -5.274 -1.615 -3.754 -0.0004
H -5.632 0.923 -0.182 -0.0003
H -7.446 2.288 -1.171 0.0000
H -7.418 2.900 -3.515 0.0000
H -5.855 1.597 -5.099 0.0000
H -4.188 0.214 -4.204 -0.0001
C 2.437 2.928 6.407 0.0000
C 2.887 1.534 5.967 -0.0001
C 2.824 1.243 4.413 0.0003
C 1.784 0.168 3.941 0.0005
N 2.049 -0.331 2.611 0.0006
C 1.771 -1.557 2.112 0.0012
S 1.191 -1.850 0.493 -0.0058
N 1.799 -2.668 2.943 -0.0006
C 3.009 -2.950 3.740 0.0003
C 4.126 -3.721 2.967 -0.0001
C 3.796 -5.172 2.755 0.0000
C 4.558 -5.885 1.567 0.0000
H 2.426 3.028 7.478 0.0000
H 1.411 3.177 6.055 0.0000
H 3.083 3.720 5.958 0.0000
H 2.325 0.802 6.550 0.0000
H 3.923 1.384 6.285 0.0000
H 3.823 0.905 4.106 0.0000
H 2.581 2.135 3.868 -0.0001
H 0.728 0.511 3.990 -0.0001
H 1.940 -0.656 4.606 0.0000
H 2.375 0.394 1.989 -0.0011
H 1.402 -3.451 2.430 -0.0001
H 2.751 -3.444 4.677 0.0000
H 3.326 -1.992 4.204 -0.0001
H 4.994 -3.621 3.655 0.0000
H 4.269 -3.176 2.057 -0.0001
H 2.766 -5.273 2.460 0.0000
H 3.952 -5.765 3.659 0.0000
H 4.969 -5.151 0.829 0.0000
H 3.847 -6.579 1.019 0.0000
H 5.409 -6.474 1.869 0.0000
```

Its charge is +2. The spin multiplicity is 5. As for the LUMO energy (alpha / beta): -0.205 / -0.206 Eh. The calculation puts the total energy at -120586.2574 eV. The value obtained for the energy relative to the best compared isomer or geometry (same formula, charge and spin) is 0.0 kJ/mol. The value obtained for the HOMO energy (alpha / beta) is -0.43253 / -0.43254 Ha. The calculation puts the gap between HOMO and LUMO (alpha / beta) at 0.227 / 0.227 Ha.